1.
114
Properties=species:S:1:pos:R:3:forces:R:3 method="wB97M-V/def2-TZVPD" e_above_lowest_kj_mol=379.3 homo_lumo_gap_ev=8.47 e_homo_ha=-0.307 smiles="CCN(CC)CC.CCN(CC)CC.CCN(CC)CC.CN(C)C=O.CN(C)C=O.CN(C)C=O.CN(C)C=O" lumo_energy_ev=0.1
C 12.40079 -12.73991 3.10915 0.09 1.50 -0.39
C 13.82415 -13.20006 2.87165 0.26 -1.28 0.14
N 14.61730 -12.47202 1.88012 0.21 -0.12 0.47
C 13.83187 -12.15945 0.69756 0.12 0.77 0.00
C 14.66379 -11.42789 -0.36770 0.41 -0.91 -0.32
C 15.81296 -13.26922 1.58065 -0.48 -0.67 -0.06
C 16.74874 -13.48803 2.75147 0.79 0.30 -0.32
H 11.85867 -13.37412 3.80333 0.17 0.10 0.27
H 11.76663 -12.60952 2.22860 0.21 -0.72 -0.21
H 12.45392 -11.69154 3.43113 -0.14 -0.21 0.65
H 14.37905 -13.26394 3.81113 -0.17 0.76 0.15
H 13.82509 -14.29021 2.65292 -0.29 0.01 -0.67
H 13.33046 -13.05463 0.29542 0.14 -0.08 -0.21
H 13.03324 -11.49016 1.01929 0.02 -0.02 -0.03
H 15.59545 -11.02395 0.02835 -0.29 0.33 0.34
H 15.01870 -12.15296 -1.10694 -0.19 0.11 -0.17
H 14.12027 -10.64598 -0.89066 -0.11 0.00 0.08
H 16.38440 -12.88576 0.73765 -0.20 0.34 0.06
H 15.45569 -14.26962 1.27591 0.10 -0.11 -0.23
H 16.27009 -14.02882 3.56232 0.17 0.16 0.20
H 17.23059 -12.55792 3.06406 -0.54 0.11 0.39
H 17.61763 -14.06348 2.41801 -0.28 -0.35 -0.08
C 14.06855 -20.75061 8.49770 0.85 0.39 -0.74
C 13.49773 -20.91104 7.07683 0.27 -0.90 1.31
N 14.42524 -20.65599 6.00034 -0.21 0.51 0.23
C 13.77693 -20.52686 4.71613 0.65 0.79 -1.48
C 12.74300 -19.42467 4.62889 -0.78 0.49 1.32
C 15.56400 -21.57715 5.97809 0.01 1.17 -0.37
C 16.68629 -21.01389 5.10421 0.46 -0.74 -1.13
H 14.57301 -19.78605 8.61305 -0.31 0.12 0.02
H 14.86050 -21.47924 8.67512 -0.32 -0.22 0.32
H 13.25373 -20.83925 9.21052 0.13 -0.13 0.18
H 13.18615 -21.97280 7.05999 -0.54 0.14 -0.31
H 12.63058 -20.25421 7.07419 -0.02 -0.10 -0.62
H 14.53331 -20.23139 3.98007 0.21 -0.06 0.26
H 13.36747 -21.42971 4.23119 -0.17 -0.42 0.70
H 13.06712 -18.48206 5.08534 0.57 -0.09 -0.27
H 12.41377 -19.20837 3.61497 0.02 -0.26 -0.07
H 11.87835 -19.64856 5.26518 -0.23 -0.24 -0.51
H 15.21144 -22.55071 5.61677 0.33 -0.27 0.05
H 15.97114 -21.66120 6.98148 -0.23 -0.20 0.10
H 16.97020 -19.97369 5.25288 -0.32 0.02 0.54
H 16.46454 -21.09164 4.03503 -0.27 0.03 0.08
H 17.59996 -21.61214 5.17305 -0.08 -0.02 0.40
C 8.22350 -13.34330 11.13499 -0.50 -0.50 0.30
C 8.02067 -11.95142 10.53927 -0.23 -0.22 1.02
N 7.24110 -11.99616 9.32660 0.06 -0.97 -0.18
C 8.01055 -12.35884 8.14883 0.01 -0.09 -0.56
C 9.04943 -11.32033 7.65168 -1.41 -0.66 0.31
C 6.27899 -10.92325 9.08618 1.57 1.27 -0.08
C 5.21504 -10.79659 10.15234 -0.09 -0.86 -0.19
H 7.26081 -13.66368 11.54548 -0.03 -0.13 -0.26
H 8.88475 -13.37286 12.00374 0.31 0.26 -0.24
H 8.53204 -14.10722 10.41996 0.15 0.15 -0.05
H 7.42895 -11.46212 11.31652 0.20 0.44 -0.24
H 8.98258 -11.42544 10.47396 -0.07 0.16 -0.27
H 8.63488 -13.25667 8.23345 -0.51 -0.27 0.82
H 7.24873 -12.65053 7.41793 0.25 0.38 -0.42
H 8.56660 -10.34502 7.62201 0.45 0.21 -0.16
H 9.85704 -11.37774 8.37692 0.31 0.48 -0.30
H 9.35374 -11.65318 6.66032 0.35 0.32 -0.01
H 5.92840 -10.97366 8.05415 -0.41 -0.51 0.15
H 6.85017 -9.97606 9.07499 -0.20 0.22 0.03
H 5.68876 -10.46700 11.07454 -0.29 0.00 0.13
H 4.77338 -11.78810 10.29047 -0.06 0.11 0.27
H 4.40821 -10.11567 9.89302 0.15 0.19 -0.12
C 6.06284 -11.09072 -0.30530 -0.64 -0.87 -0.58
O 4.95162 -10.60855 -0.39267 0.27 0.42 0.21
N 6.31670 -12.40000 -0.59191 0.39 0.34 0.39
C 7.56730 -13.01982 -0.17944 -0.18 -0.65 -1.35
C 5.23182 -13.35550 -0.77634 -0.17 0.62 0.41
H 6.97413 -10.52553 -0.05586 -0.01 0.09 0.10
H 7.87260 -13.67806 -1.00368 0.13 0.07 0.00
H 7.44217 -13.70624 0.65936 0.12 0.52 0.44
H 8.36760 -12.29140 -0.08478 -0.11 0.07 0.48
H 5.57816 -14.12308 -1.46437 -0.06 -0.32 0.31
H 4.95007 -13.69362 0.22712 -0.01 -0.70 -0.27
H 4.32674 -12.91449 -1.18587 0.25 0.39 -0.13
C 10.40529 -8.99233 3.42490 0.59 0.29 -0.01
O 11.20204 -8.08593 3.27047 -0.10 0.04 0.11
N 9.54900 -9.43658 2.49265 -0.37 -0.34 0.75
C 8.69253 -10.57856 2.74799 -0.66 0.10 -1.08
C 9.42751 -8.78424 1.21809 0.34 0.12 -0.34
H 10.34308 -9.56027 4.36436 -0.04 -0.08 0.10
H 8.96612 -11.34536 2.02064 -0.12 -0.36 0.35
H 7.64854 -10.31235 2.54355 0.03 0.08 -0.05
H 8.68011 -10.97997 3.75684 0.64 0.17 0.10
H 10.30471 -8.16082 1.05626 -0.04 0.06 0.13
H 9.41390 -9.52495 0.41373 -0.20 -0.02 0.05
H 8.53646 -8.15353 1.17182 -0.06 -0.11 -0.07
C 9.69362 -14.86959 3.00334 -0.62 1.62 -0.06
O 9.01700 -13.87555 2.75379 0.09 -0.37 -0.16
N 10.02777 -15.20244 4.26010 0.18 -1.05 -0.66
C 10.92828 -16.28848 4.54874 0.70 -0.37 1.41
C 9.56370 -14.47107 5.42096 -0.09 -0.24 -0.05
H 10.07029 -15.47149 2.16733 0.25 -0.45 0.40
H 10.50203 -16.98189 5.28572 -0.24 0.17 -0.07
H 11.80488 -15.86182 5.05620 0.11 -0.17 -0.19
H 11.28687 -16.94028 3.75607 -0.32 0.58 -0.62
H 10.38668 -13.92621 5.88838 0.00 0.11 -0.03
H 8.75888 -13.79634 5.14707 0.09 0.06 -0.11
H 9.18989 -15.20340 6.13910 -0.05 0.09 0.11
C 3.93870 -15.79963 3.50792 0.01 -0.03 -0.95
O 3.50001 -15.14011 2.58383 -0.25 0.03 0.21
N 5.15927 -15.61186 4.03404 0.85 0.39 1.20
C 5.98488 -14.45514 3.69756 -0.32 -0.71 -1.31
C 5.72570 -16.35680 5.13772 -0.32 0.09 0.83
H 3.39851 -16.67239 3.89864 0.01 -0.03 0.29
H 6.13630 -13.79393 4.54768 -0.02 0.03 0.05
H 5.53193 -13.94855 2.84710 -0.21 0.26 0.29
H 6.92702 -14.82887 3.29859 0.25 0.18 0.39
H 5.04497 -17.05208 5.63244 -0.17 -0.24 -0.65
H 6.65353 -16.85566 4.85620 -0.06 -0.15 -0.12
H 5.96592 -15.68085 5.96771 0.17 0.22 -0.21

2.
113
Properties=species:S:1:pos:R:3:forces:R:3 method="wB97M-V/def2-TZVPD" homo_lumo_gap_ev="7.05 / 5.60" multiplicity=2 e_homo_ha="-0.298 / -0.298" lumo_energy_ev="-1.1 / -2.5"
Cu -4.10516 2.16690 -1.58142 -0.08 -2.50 1.92
C -3.08306 -0.91707 -0.85729 0.06 -0.94 0.64
C -2.23109 0.14013 -0.16891 0.18 -0.77 -0.46
O -2.69183 1.41791 -0.38532 -0.77 1.46 -0.76
H -3.12728 -0.77886 -1.93753 0.03 0.13 0.00
H -4.09247 -1.00628 -0.45860 -0.06 0.51 -0.10
H -2.65701 -1.90543 -0.64900 0.20 0.10 -0.29
H -1.19150 -0.04132 -0.52311 -0.10 0.51 -0.46
H -2.07943 -0.08294 0.90142 -0.68 0.13 0.13
C -6.32275 -0.24712 0.84806 0.34 0.13 0.11
C -6.40895 1.02546 0.02459 -0.53 0.96 1.18
O -5.77165 0.99285 -1.19058 1.67 1.16 -0.86
H -5.32302 -0.31623 1.28564 0.19 -0.28 -0.52
H -6.55711 -1.09870 0.21154 0.03 -0.22 0.30
H -6.92222 -0.21982 1.76091 -0.58 0.06 -0.38
H -6.08340 1.83840 0.70365 0.38 0.11 -0.36
H -7.44081 1.37190 -0.17124 -0.13 -0.52 -0.06
C 5.35273 -5.17373 2.02297 1.29 0.92 -0.18
O 4.03962 -4.68508 2.08300 0.16 -0.16 -0.14
C 3.53584 -4.39625 0.80239 -0.65 0.57 -1.08
C 2.23504 -5.14186 0.56526 0.02 -1.95 0.11
N 1.11092 -4.70815 1.31882 -0.36 1.34 0.41
C 0.46557 -3.50256 0.84209 0.67 -0.20 0.04
C -0.78797 -3.17115 1.61587 -0.41 0.04 -0.62
O -1.65638 -4.29634 1.63477 -0.26 0.17 1.06
C -2.09542 -4.71391 0.38127 0.19 -1.16 -0.85
H 6.04201 -4.40525 1.62752 -0.23 0.05 -0.09
H 5.51369 -6.03135 1.36059 -0.45 -0.26 0.25
H 5.75449 -5.34831 3.01968 -0.49 -0.38 0.12
H 4.22578 -4.64976 -0.01176 0.18 -0.39 0.25
H 3.37256 -3.32390 0.61919 0.08 0.10 0.64
H 2.46617 -6.18306 0.82948 -0.13 0.08 0.28
H 1.99148 -5.27197 -0.50458 0.15 0.69 -0.14
H 0.53340 -5.28393 1.89985 0.23 -0.52 -0.23
H 0.22120 -3.64004 -0.22455 -0.02 0.35 -0.04
H 1.18306 -2.67868 0.94623 -0.23 0.22 -0.26
H -1.33369 -2.33603 1.15579 0.25 0.04 -0.24
H -0.58482 -2.82698 2.63029 0.04 -0.58 0.18
H -2.31032 -3.90148 -0.31466 -0.04 0.10 0.10
H -2.96465 -5.37086 0.45997 -0.29 0.49 0.49
H -1.38284 -5.40688 -0.09614 0.34 0.45 -0.04
C 1.08121 0.56117 4.25755 -0.51 0.08 0.32
O 1.73170 0.71911 3.02789 -0.10 0.27 -0.03
C 0.84128 0.72750 1.93733 -0.49 -0.18 0.00
C 1.56933 1.22200 0.68817 -0.49 -0.97 0.08
N 0.80402 2.24703 -0.01478 0.55 -0.37 0.64
C 1.45004 2.59381 -1.27344 -0.21 0.29 0.42
C 1.12904 3.99535 -1.73268 -0.33 -0.12 -0.37
O -0.22142 4.05390 -2.16483 0.44 -0.04 0.02
C -0.58471 5.30402 -2.66404 -0.40 0.62 -0.14
H 1.83834 0.41747 5.02386 0.00 -0.10 0.01
H 0.36181 -0.26908 4.26430 0.28 -0.25 -0.10
H 0.46991 1.43312 4.52263 0.16 0.20 -0.09
H -0.08303 1.30088 2.09873 0.35 0.61 0.34
H 0.42218 -0.28630 1.81552 0.36 -0.15 -0.20
H 1.70971 0.29017 0.10542 0.26 0.36 -0.45
H 2.56226 1.58255 0.95312 -0.07 0.14 0.11
H -0.12727 1.86278 -0.14291 -0.10 0.47 -0.35
H 1.21698 1.83615 -2.02854 0.23 0.26 -0.37
H 2.53408 2.62753 -1.12313 -0.03 -0.39 0.12
H 1.82600 4.23195 -2.55213 -0.25 0.12 -0.16
H 1.28024 4.74710 -0.94981 0.09 -0.23 0.22
H -1.59744 5.17202 -3.04475 0.07 0.22 -0.27
H 0.08997 5.69283 -3.43913 -0.06 -0.43 -0.26
H -0.62290 6.13223 -1.93957 0.05 -0.43 0.46
C -0.10313 0.58282 -4.24028 0.08 -0.26 0.36
O 1.20608 0.16977 -3.89011 -0.03 -0.17 -0.77
C 1.18998 -1.02815 -3.16607 0.50 -0.29 1.49
C 2.57953 -1.60458 -2.97833 -0.09 -0.06 -0.90
N 3.05315 -2.27825 -4.19535 0.46 0.52 -0.02
C 4.29298 -3.00689 -3.93553 -0.67 -0.56 0.35
C 4.93261 -3.46624 -5.22367 1.19 1.27 -0.15
O 5.29577 -2.22364 -5.86910 -0.47 -0.24 -0.16
C 5.76801 -2.40306 -7.17722 0.62 0.48 -0.14
H -0.47373 0.02244 -5.10396 -0.04 -0.03 0.03
H -0.09669 1.64630 -4.46662 0.10 0.02 0.02
H -0.74894 0.39379 -3.37344 -0.27 0.20 -0.15
H 0.57303 -1.86030 -3.52934 -0.22 0.45 -0.62
H 0.82368 -0.80604 -2.14669 -0.18 0.03 -0.07
H 2.46032 -2.35817 -2.19492 0.36 0.09 0.15
H 3.30446 -0.82302 -2.71894 -0.19 -0.01 0.57
H 3.30032 -1.54047 -4.85169 -0.22 -0.10 -0.12
H 3.98321 -3.80981 -3.25572 0.44 -0.33 -0.28
H 5.08125 -2.44737 -3.40494 -0.25 0.28 -0.01
H 4.33376 -4.05885 -5.91728 -0.21 -0.15 0.30
H 5.91483 -3.91062 -5.01979 -0.38 -0.74 0.11
H 6.73496 -2.92686 -7.22160 -0.25 -0.39 0.20
H 6.01499 -1.41349 -7.56706 -0.37 0.03 -0.06
H 5.03546 -2.89436 -7.82417 0.02 -0.03 0.00
C 0.45023 6.61326 2.61127 0.13 -0.20 -0.19
O -0.79126 5.98084 2.39151 0.23 -0.44 0.21
C -1.36742 5.55673 3.61136 0.22 0.75 -0.01
C -2.84584 5.24635 3.41695 0.59 -0.05 0.42
N -3.03996 4.06068 2.62813 0.91 -0.52 -0.07
C -2.54696 2.80391 3.13837 -0.92 -0.93 -0.57
C -3.52158 2.15435 4.13302 1.65 0.09 0.84
O -3.00988 0.87842 4.52642 -0.35 -0.46 -0.31
C -3.47411 -0.18526 3.72515 0.00 -0.22 0.02
H 1.05174 6.54341 1.70457 -0.28 0.32 -0.20
H 1.07376 6.11096 3.36161 -0.31 0.00 0.24
H 0.25664 7.64928 2.90432 0.37 0.08 0.02
H -1.26375 6.36281 4.35873 -0.31 0.12 -0.14
H -0.78345 4.74697 4.06894 -0.17 -0.30 -0.32
H -3.28189 6.10061 2.90026 -0.16 -0.01 0.13
H -3.20405 5.20742 4.46422 -0.53 -0.13 -0.28
H -3.87009 3.89734 2.08883 -0.26 0.68 0.13
H -1.52394 2.80221 3.50116 0.00 0.47 0.33
H -2.50798 2.09504 2.30079 0.06 0.18 -0.18
H -4.51266 2.16395 3.67072 -0.17 -0.39 0.30
H -3.49799 2.65716 5.10202 -0.53 0.56 -0.26
H -2.87467 -1.08687 3.87071 0.32 0.27 0.16
H -3.40478 0.08258 2.66654 -0.31 -0.12 -0.05
H -4.48604 -0.48456 4.02532 -0.16 0.26 -0.32